[1]
Entry from OMol25: a structure of composition C44H51F9IO4PS (ωB97M-V with the def2-TZVPD basis set).

Calculated values
HOMO-LUMO gap ... 9.1 eV
HOMO energy ... -9.1 eV
DFT total energy ... -3944.2643 Eh

Each line ends with the Mulliken charge.
CARTESIAN COORDINATES (ANGSTROEM)
I -1.543 0.282 4.450  0.061
S 0.482 -2.928 5.323  -0.366
P -0.890 -2.911 3.996  0.967
F -5.309 -0.349 -2.016  -0.337
F -7.935 -0.622 1.139  -0.251
F -5.790 -1.720 0.207  -0.302
F -7.753 0.066 -0.925  -0.230
F -5.760 2.115 -1.505  -0.347
F -4.471 2.202 0.282  -0.315
F -7.275 1.418 0.723  -0.219
F -3.629 -0.510 -0.611  -0.302
F -5.191 -0.031 1.500  -0.234
O -0.013 -1.116 2.299  -0.306
O -0.118 1.666 -0.083  -0.469
O -0.723 -3.966 2.807  -0.475
O -2.368 -3.218 4.527  -0.498
C -5.751 -0.359 0.306  0.575
C 3.605 1.391 9.012  -0.402
C -2.230 -1.494 -2.966  0.124
C -1.139 -1.337 3.063  -0.571
C -2.064 4.669 -0.825  -1.987
C -1.970 1.856 -1.511  -0.461
C 0.649 10.056 -1.386  -0.358
C 0.265 0.981 1.091  -0.371
C 0.017 4.257 0.541  -0.389
C 1.028 7.689 -1.559  -0.277
C -1.446 2.238 -0.114  0.804
C 2.517 -6.207 -1.537  -0.318
C 5.850 -8.224 -6.173  -0.377
C -0.920 -1.426 -3.424  -0.350
C 2.361 -4.618 0.264  -0.496
C -3.271 -1.694 -3.862  -0.556
C -3.001 -1.824 -5.218  -0.535
C 2.077 -0.141 7.960  -0.458
C 1.314 -3.992 -0.398  0.813
C 5.496 -7.006 -5.611  -0.395
C -4.576 1.653 -0.974  1.101
C 1.613 10.138 -0.392  -0.379
C 1.848 2.224 7.601  -0.433
C 0.863 -4.469 -1.620  -0.527
C -0.651 -1.560 -4.778  -0.727
C -1.692 -1.756 -5.675  -0.393
C -0.204 -0.469 1.040  0.203
C -1.400 3.764 0.220  0.675
C 2.286 8.996 0.019  -0.410
C 3.170 0.093 8.782  -0.371
C 5.386 -6.882 -4.233  -0.380
C -7.224 0.144 0.302  0.521
C 0.528 3.897 1.952  -1.395
C -3.446 2.098 -1.884  -1.494
C 5.635 -7.977 -3.417  -0.315
C 5.991 -9.196 -3.978  -0.465
C -4.813 0.122 -0.839  0.460
C 2.962 -5.730 -0.311  -0.513
C 6.097 -9.320 -5.357  -0.331
C 0.357 8.831 -1.971  -0.442
C 2.942 2.458 8.422  -0.324
C 1.415 0.925 7.367  -0.023
C 1.469 -5.577 -2.194  -0.707
C 1.992 7.770 -0.563  -0.389
H 1.357 1.000 1.137  0.333
H 1.355 3.185 1.913  0.173
H 0.911 4.786 2.455  0.485
H 5.105 -5.933 -3.794  0.405
H -0.109 -1.272 -2.723  0.572
H -2.037 1.724 0.650  0.357
H -1.378 2.405 -2.248  0.486
H 0.563 0.753 6.722  0.229
H -2.041 -1.421 2.447  0.394
H -0.028 5.350 0.491  0.143
H 2.513 6.878 -0.239  0.404
H 4.459 1.571 9.652  0.353
H 0.124 10.947 -1.706  0.360
H 0.040 -3.968 -2.115  0.480
H -3.811 -1.982 -5.917  0.398
H 6.371 -10.270 -5.795  0.356
H -1.711 0.812 -1.664  -0.335
H 1.330 3.056 7.141  0.365
H -0.269 3.467 2.560  0.304
H 3.780 -6.223 0.198  0.375
H -3.638 3.160 -2.044  0.589
H -1.720 4.479 -1.843  0.311
H 0.734 3.950 -0.221  0.458
H -1.235 -0.535 0.711  -0.053
H 1.842 11.093 0.063  0.359
H -3.030 -2.621 4.159  0.358
H 0.842 -3.121 0.045  -0.361
H 0.798 6.733 -2.012  0.407
H 3.279 3.471 8.601  0.353
H -3.153 4.590 -0.788  0.324
H 3.684 -0.740 9.245  0.363
H 5.554 -7.880 -2.342  0.436
H -1.984 3.900 1.137  0.156
H -4.291 -1.752 -3.504  0.444
H 1.738 -1.153 7.782  0.313
H -1.483 -1.858 -6.732  0.375
H -3.643 1.614 -2.847  0.393
H -0.393 8.768 -2.748  0.366
H 5.934 -8.321 -7.247  0.358
H -1.830 5.712 -0.598  0.612
H 2.708 -4.241 1.217  0.437
H 6.186 -10.049 -3.342  0.357
H -2.440 -1.397 -1.909  0.362
H 5.305 -6.151 -6.247  0.359
H 3.038 9.060 0.794  0.363
H 2.988 -7.074 -1.982  0.502
H 1.123 -5.951 -3.149  0.404
H 0.405 -1.013 0.312  -0.013
H -0.317 -3.597 2.014  0.293
H 0.370 -1.511 -5.135  0.419
H -0.095 1.459 2.006  -0.020

***

[2]
Entry from OMol25: a cluster of 10 separate species, C7H33NO9 in total at a distorted geometry (ωB97M-V with the def2-TZVPD basis set).

Calculated values
HOMO-LUMO gap ... 8.0 eV
HOMO energy ... -7.8 eV
DFT total energy ... -1018.4580 Eh

Each line ends with the natural charge from an NBO analysis.
CARTESIAN COORDINATES (ANGSTROEM)
O -0.564 0.871 -4.384  -0.987
O 2.501 0.972 2.825  -0.978
O 3.154 -1.371 -3.199  -0.990
O 2.279 -2.458 -0.793  -0.994
O -2.303 -2.665 2.027  -0.926
O -1.785 -1.683 4.032  -1.008
O 0.756 -1.176 3.390  -1.016
O 2.215 1.144 -4.049  -0.983
O 0.071 -1.872 0.839  -1.014
N 1.824 0.793 -0.394  -0.848
C 0.074 3.524 0.821  -0.597
C -1.913 1.302 -0.812  -0.425
C 0.492 0.715 -0.784  -0.045
C -4.284 0.407 -0.781  -0.602
C -0.378 2.088 1.102  -0.451
C -0.540 1.306 -0.172  -0.078
C -2.902 0.335 -0.155  -0.384
H 1.461 -2.327 -0.265  0.515
H 1.244 -1.834 3.895  0.489
H -2.310 2.320 -0.744  0.197
H -4.246 0.206 -1.849  0.206
H 2.985 -2.659 -0.168  0.482
H -2.473 -0.998 4.065  0.474
H -2.367 -3.636 2.022  0.491
H 1.008 3.529 0.278  0.209
H -0.691 0.949 -5.335  0.463
H 0.323 0.209 -1.725  0.209
H 1.835 0.309 3.086  0.497
H 2.340 1.643 -3.228  0.479
H 0.406 0.987 -4.251  0.500
H 2.580 1.554 3.579  0.471
H -1.527 -2.421 1.474  0.520
H 0.201 4.119 1.735  0.203
H -1.326 2.114 1.656  0.201
H 0.445 -1.573 1.692  0.511
H -1.829 1.053 -1.871  0.231
H -4.981 -0.296 -0.325  0.206
H 2.375 -0.021 -0.624  0.383
H 0.350 1.613 1.774  0.213
H 2.580 0.254 -3.816  0.509
H -0.646 4.050 0.204  0.203
H -4.719 1.396 -0.659  0.200
H -2.983 0.578 0.892  0.186
H 2.788 -1.694 -2.343  0.509
H -2.516 -0.670 -0.230  0.185
H -0.194 -1.237 3.680  0.524
H 3.187 -2.143 -3.781  0.481
H -2.014 -2.225 3.243  0.471
H -0.182 -1.033 0.405  0.507
H 2.022 1.106 0.559  0.401

***

[3]
Entry from OMol25: a cluster of 3 separate species, C3H15N2O2 in total at a distorted geometry (ωB97M-V with the def2-TZVPD basis set).

Calculated values
HOMO-LUMO gap ... 10.2 eV
HOMO energy ... -13.1 eV
Total charge ... +1
DFT total energy ... -383.0447 Eh

Each line ends with the natural charge from an NBO analysis.
CARTESIAN COORDINATES (ANGSTROEM)
O 1.363 0.013 -3.326  -0.957
O -1.199 1.390 2.598  -0.965
N -1.528 -1.179 1.153  -0.700
N 0.150 0.247 -0.592  -0.670
C -0.310 -1.791 0.505  -0.214
C 0.704 1.586 -0.598  -0.414
C 0.762 -0.741 0.329  -0.250
H 0.387 -0.139 -1.509  0.399
H -0.641 -2.144 -0.465  0.221
H 0.207 2.135 -1.386  0.227
H 0.907 -0.240 1.281  0.200
H -0.040 -2.672 1.086  0.229
H -2.109 -1.816 1.695  0.441
H 2.100 0.641 -3.286  0.480
H 1.678 -0.590 -4.011  0.487
H -2.131 -0.900 0.385  0.439
H 1.789 1.672 -0.630  0.189
H 1.696 -1.179 -0.023  0.220
H -0.713 2.041 2.080  0.494
H 0.303 2.124 0.267  0.164
H -1.342 -0.241 1.549  0.479
H -2.031 1.783 2.898  0.501